# 1
Density functional theory data (the ωB97M-V functional and the def2-TZVPD basis) for a cluster of 7 separate species, C12H38O12 in total at a distorted geometry.

## Properties
- LUMO level: 0.00833 Ha
- Energy above the lowest of the compared OMol25 structures with the same formula, charge and spin: 29.1 kJ/mol

Last columns: bonded neighbours and bond lengths (Å).
Cartesian coordinates (Å):
1 C -2.82744 -2.50399 0.39180  O2 1.423, H3 1.095, H4 1.085, H5 1.082
2 O -4.13873 -2.54971 0.94148  C1 1.423, H6 0.961
3 H -2.12377 -2.83305 1.16302  C1 1.095
4 H -2.71848 -3.06514 -0.53036  C1 1.085
5 H -2.58261 -1.46508 0.21583  C1 1.082
6 H -4.30355 -3.44871 1.23721  O2 0.961
7 C -0.32801 1.10597 -0.57159  O8 1.413, H9 1.094, H10 1.092, H11 1.095
8 O 0.42306 0.18183 0.18946  C7 1.413, H12 0.978
9 H -1.06788 1.68788 -0.01491  C7 1.094
10 H 0.30250 1.77961 -1.15557  C7 1.092
11 H -0.90985 0.49580 -1.26969  C7 1.095
12 H 0.36488 0.46828 1.12227  O8 0.978
13 C -4.83959 1.88119 -1.63799  C14 1.501, O16 1.426, H17 1.102, H18 1.098
14 C -5.03786 0.42622 -1.94714  C13 1.501, O15 1.404, H19 1.088, H20 1.101
15 O -3.87009 -0.31985 -1.72389  C14 1.404, H21 0.966
16 O -4.37856 1.97789 -0.29214  C13 1.426, H22 0.961
17 H -5.81429 2.37844 -1.76643  C13 1.102
18 H -4.15491 2.34918 -2.35752  C13 1.098
19 H -5.42158 0.30712 -2.95791  C14 1.088
20 H -5.82645 0.04798 -1.27803  C14 1.101
21 H -3.54071 0.03544 -0.88844  O15 0.966
22 H -4.36956 2.90544 -0.04187  O16 0.961
23 C 0.88065 -1.45075 -3.50794  C24 1.515, O26 1.406, H27 1.101, H28 1.092
24 C 0.19054 -2.70124 -3.00356  C23 1.515, O25 1.426, H29 1.089, H30 1.098
25 O -0.82707 -2.49619 -2.02521  C24 1.426, H31 0.965
26 O 1.66440 -0.77179 -2.55878  C23 1.406, H32 0.971
27 H 0.13671 -0.77419 -3.95685  C23 1.101
28 H 1.55544 -1.78438 -4.29875  C23 1.092
29 H 0.94023 -3.35580 -2.56100  C24 1.089
30 H -0.24814 -3.19586 -3.87967  C24 1.098
31 H -1.62331 -2.16126 -2.45535  O25 0.965
32 H 1.12689 -0.56794 -1.77682  O26 0.971
33 C 3.18859 2.50158 -0.24177  C34 1.503, O36 1.435, H37 1.096, H38 1.094
34 C 3.81071 3.68671 -0.92533  C33 1.503, O35 1.412, H39 1.091, H40 1.097
35 O 3.97892 4.76149 -0.02577  C34 1.412, H41 0.966
36 O 3.97840 2.19210 0.91586  C33 1.435, H42 0.960
37 H 3.11718 1.67706 -0.95961  C33 1.096
38 H 2.17458 2.76818 0.07195  C33 1.094
39 H 3.19153 4.01168 -1.76338  C34 1.091
40 H 4.80438 3.44549 -1.32342  C34 1.097
41 H 4.20996 4.34722 0.81632  O35 0.966
42 H 3.38814 1.99025 1.64609  O36 0.960
43 C -1.19877 0.92623 3.29713  C44 1.509, O46 1.435, H47 1.087, H48 1.093
44 C -1.35979 1.32680 4.74304  C43 1.509, O45 1.389, H49 1.091, H50 1.100
45 O -0.90533 0.34947 5.61902  C44 1.389, H51 0.961
46 O 0.18781 0.91784 2.92889  C43 1.435, H52 0.964
47 H -1.76469 1.58525 2.64446  C43 1.087
48 H -1.57571 -0.09566 3.20139  C43 1.093
49 H -2.41505 1.53355 4.92573  C44 1.091
50 H -0.82193 2.27966 4.85805  C44 1.100
51 H 0.05592 0.35071 5.62617  O45 0.961
52 H 0.54297 0.03802 3.09994  O46 0.964
53 C 4.58430 -2.69448 0.43764  C54 1.519, O56 1.411, H57 1.097, H58 1.095
54 C 3.33353 -2.08505 -0.17178  C53 1.519, O55 1.433, H59 1.097, H60 1.087
55 O 2.37318 -1.79435 0.85199  C54 1.433, H61 0.966
56 O 4.32903 -3.20787 1.72710  C53 1.411, H62 0.967
57 H 5.43106 -1.99763 0.41711  C53 1.097
58 H 4.87924 -3.53486 -0.19882  C53 1.095
59 H 2.90796 -2.85718 -0.82413  C54 1.097
60 H 3.51658 -1.20106 -0.77667  C54 1.087
61 H 1.93333 -0.98441 0.56414  O55 0.966
62 H 3.49103 -2.82007 2.01500  O56 0.967

=====

# 2
Density functional theory data (the ωB97M-V functional and the def2-TZVPD basis) for a cluster of 7 separate species, C12H38O7 in total.

## Properties
- LUMO level: 0.01152 Ha
- Energy above the lowest of the compared OMol25 structures with the same formula, charge and spin: 0.0 kJ/mol

Last columns: bonded neighbours and bond lengths (Å).
Cartesian coordinates (Å):
1 O -2.95088 1.40098 2.09694  H2 0.967, H3 0.963
2 H -2.42142 0.60407 2.23483  O1 0.967
3 H -2.59475 1.77935 1.28658  O1 0.963
4 O -1.61626 2.87738 -0.02555  H5 0.967, H6 0.964
5 H -1.27640 3.61581 0.49779  O4 0.967
6 H -1.67375 3.21184 -0.92824  O4 0.964
7 O 0.38271 0.70174 -0.26020  H8 0.969, H9 0.967
8 H -0.48286 0.26710 -0.25291  O7 0.969
9 H 0.18431 1.64775 -0.24410  O7 0.967
10 C -2.16590 -3.55983 1.84113  C11 1.525, H14 1.098, H15 1.093, H16 1.089
11 C -1.31369 -2.49181 2.51894  C10 1.525, C12 1.519, O13 1.438, H17 1.097
12 C -0.04355 -2.21181 1.73500  C11 1.519, H18 1.089, H19 1.092, H20 1.093
13 O -2.01457 -1.24072 2.62327  C11 1.438, H21 0.964
14 H -2.09736 -3.46119 0.74937  C10 1.098
15 H -3.22617 -3.46614 2.08827  C10 1.093
16 H -1.82161 -4.56400 2.08563  C10 1.089
17 H -1.03610 -2.82660 3.52617  C11 1.097
18 H 0.56648 -1.46870 2.24563  C12 1.089
19 H -0.29617 -1.84080 0.73904  C12 1.092
20 H 0.54295 -3.12608 1.61442  C12 1.093
21 H -2.96038 -1.41837 2.67340  O13 0.964
22 C 3.44979 -0.32269 -0.85500  C23 1.527, H26 1.098, H27 1.091, H28 1.090
23 C 2.79439 -1.20797 -1.91212  C22 1.527, C24 1.517, O25 1.414, H29 1.092
24 C 2.23780 -2.49501 -1.33253  C23 1.517, H30 1.097, H31 1.093, H32 1.091
25 O 1.77142 -0.47590 -2.55885  C23 1.414, H33 0.974
26 H 4.14421 -0.86527 -0.20028  C22 1.098
27 H 2.68902 0.09559 -0.19477  C22 1.091
28 H 4.01286 0.47645 -1.33752  C22 1.090
29 H 3.50253 -1.43508 -2.71207  C23 1.092
30 H 2.99637 -3.02976 -0.74846  C24 1.097
31 H 1.93832 -3.18185 -2.12857  C24 1.093
32 H 1.38304 -2.28762 -0.68685  C24 1.091
33 H 1.17603 -0.16073 -1.85595  O25 0.974
34 C -3.12852 -0.57655 -2.90121  C35 1.527, H38 1.093, H39 1.093, H40 1.087
35 C -2.75622 -0.68689 -1.42429  C34 1.527, C36 1.529, O37 1.430, H41 1.094
36 C -3.77086 -1.48796 -0.60768  C35 1.529, H42 1.095, H43 1.089, H44 1.089
37 O -1.44911 -1.24861 -1.27949  C35 1.430, H45 0.962
38 H -4.13280 -0.16101 -3.01597  C34 1.093
39 H -3.14027 -1.57251 -3.35169  C34 1.093
40 H -2.39303 0.02404 -3.43039  C34 1.087
41 H -2.67397 0.30919 -0.97892  C35 1.094
42 H -3.68512 -2.55477 -0.84116  C36 1.095
43 H -4.78739 -1.17990 -0.84927  C36 1.089
44 H -3.59079 -1.34544 0.45723  C36 1.089
45 H -1.51304 -2.20756 -1.23860  O37 0.962
46 C 2.82438 4.62611 -0.33753  C47 1.504, H50 1.091, H51 1.088, H52 1.094
47 C 2.33441 3.50155 0.53237  C46 1.504, C48 1.525, O49 1.425, H53 1.102
48 C 3.47637 2.66916 1.10647  C47 1.525, H54 1.087, H55 1.100, H56 1.091
49 O 1.52763 4.08810 1.54950  C47 1.425, H57 0.963
50 H 1.98843 5.21820 -0.71398  C46 1.091
51 H 3.40711 4.23741 -1.16957  C46 1.088
52 H 3.44833 5.30466 0.25220  C46 1.094
53 H 1.72629 2.81642 -0.08043  C47 1.102
54 H 4.07676 2.22469 0.31689  C48 1.087
55 H 3.05040 1.82419 1.66809  C48 1.100
56 H 4.07493 3.23277 1.82375  C48 1.091
57 H 1.30565 3.40458 2.19123  O49 0.963

=====

# 3
Density functional theory data (the ωB97M-V functional and the def2-TZVPD basis) for a cluster of 6 separate species, C12H39ClNO12P2S in total at a distorted geometry.

## Properties
- LUMO level: 0.07730 Ha
- Total charge: -1

Last columns: bonded neighbours and bond lengths (Å).
Cartesian coordinates (Å):
1 C 4.93286 0.21871 -1.21614  C2 1.520, H20 1.081, H21 1.084, H22 1.087
2 C 3.75149 0.54221 -2.11604  C1 1.520, C3 1.523, H23 1.080, H24 1.080
3 C 2.43461 0.28816 -1.39436  C2 1.523, C4 1.533, H25 1.089, H26 1.083
4 C 1.24151 1.04732 -1.98673  C3 1.533, N5 1.450, H27 1.094, H28 1.085
5 N 0.61175 0.26114 -3.03003  C4 1.450, P6 1.787, H29 1.010
6 P -1.01879 0.79438 -3.53174  N5 1.787, C7 1.981, O11 1.787, O19 1.722, H30 1.418, H31 1.436
7 C -2.76000 1.35222 -4.29360  P6 1.981, S8 1.758, H32 1.087, H33 1.079
8 S -3.17133 3.02873 -3.96322  C7 1.758, O9 1.427, O10 1.431, H34 1.365
9 O -2.25410 3.88574 -4.64114  S8 1.427
10 O -3.31879 3.27560 -2.56146  S8 1.431
11 O -1.42613 -0.90248 -3.91592  P6 1.787, C12 1.330
12 C -2.00123 -1.57324 -2.92226  O11 1.330, Cl13 1.819, C14 1.554, H35 1.085
13 Cl -0.92400 -2.89627 -2.29013  C12 1.819
14 C -2.49709 -0.51601 -1.89713  C12 1.554, P15 1.848, O19 1.351, H36 1.104
15 P -2.73394 -0.98280 -0.12486  C14 1.848, O16 1.438, O17 1.618, O18 1.583
16 O -1.81993 -0.38540 0.81021  P15 1.438
17 O -4.22007 -0.46555 0.24995  P15 1.618, H37 0.973
18 O -2.73671 -2.55146 0.09103  P15 1.583, H38 0.981
19 O -1.73283 0.59481 -1.97757  P6 1.722, C14 1.351
20 H 5.03952 0.99443 -0.47021  C1 1.081
21 H 4.83614 -0.74147 -0.72189  C1 1.084
22 H 5.84132 0.21355 -1.81255  C1 1.087
23 H 3.79197 -0.05403 -3.01615  C2 1.080
24 H 3.76794 1.59606 -2.35244  C2 1.080
25 H 2.53659 0.60475 -0.35740  C3 1.089
26 H 2.21532 -0.77250 -1.36538  C3 1.083
27 H 0.57486 1.26811 -1.14799  C4 1.094
28 H 1.60412 1.99647 -2.36590  C4 1.085
29 H 0.65933 -0.72559 -2.82105  N5 1.010
30 H -0.64925 2.15200 -3.35368  P6 1.418
31 H -0.53780 0.93552 -4.87790  P6 1.436
32 H -3.59124 0.72441 -3.98129  C7 1.087
33 H -2.71340 1.29079 -5.36973  C7 1.079
34 H -4.39169 3.24459 -4.53549  S8 1.365
35 H -2.87015 -2.11301 -3.28334  C12 1.085
36 H -3.52404 -0.32740 -2.25532  C14 1.104
37 H -4.80751 -0.52294 -0.52302  O17 0.973
38 H -2.29979 -2.65538 0.96335  O18 0.981
39 C -0.44156 -6.56853 -0.19503  O40 1.424, H41 1.088, H42 1.093, H43 1.093
40 O -1.33794 -5.89448 0.68211  C39 1.424, H44 0.966
41 H -0.12600 -7.48869 0.29141  C39 1.088
42 H -0.93921 -6.81215 -1.13726  C39 1.093
43 H 0.43585 -5.94940 -0.39739  C39 1.093
44 H -1.61422 -5.07943 0.24399  O40 0.966
45 C 5.39997 2.13326 2.28765  O46 1.423, H47 1.088, H48 1.093, H49 1.094
46 O 4.18361 2.41311 1.60359  C45 1.423, H50 0.963
47 H 6.20337 2.13289 1.55458  C45 1.088
48 H 5.59881 2.89737 3.04311  C45 1.093
49 H 5.35291 1.15027 2.76596  C45 1.094
50 H 3.47640 2.40886 2.25728  O46 0.963
51 C -6.02695 2.42912 1.95114  O52 1.415, H53 1.089, H54 1.095, H55 1.097
52 O -4.75883 1.82352 2.11706  C51 1.415, H56 0.967
53 H -6.20402 3.07773 2.80717  C51 1.089
54 H -6.05723 3.03488 1.03953  C51 1.095
55 H -6.82268 1.67543 1.91107  C51 1.097
56 H -4.60926 1.24928 1.35341  O52 0.967
57 C -2.48367 -3.72079 3.90309  O58 1.424, H59 1.087, H60 1.094, H61 1.093
58 O -3.03950 -2.72820 3.04670  C57 1.424, H62 0.963
59 H -1.42212 -3.79154 3.68253  C57 1.087
60 H -2.61068 -3.44230 4.95294  C57 1.094
61 H -2.94796 -4.69487 3.72645  C57 1.093
62 H -3.98048 -2.66206 3.23914  O58 0.963
63 C 6.85105 3.32193 6.29858  O64 1.423, H65 1.087, H66 1.093, H67 1.093
64 O 5.62064 3.61351 5.64638  C63 1.423, H68 0.963
65 H 7.63419 3.32884 5.54522  C63 1.087
66 H 7.08013 4.07675 7.05583  C63 1.093
67 H 6.81968 2.33540 6.76879  C63 1.093
68 H 4.92624 3.60616 6.31347  O64 0.963

=====

The highest LUMO level belongs to which entry? C12H39ClNO12P2S

=====

Which formula does entry 3 have? C12H39ClNO12P2S